Molecular formula: C3H5N3O
Method: DFT, wB97M-V/def2-TZVPD

## Properties
HOMO-LUMO gap = 9.39 eV
HOMO energy = -8.665 eV
Calculated total energy = -356.771352 hartree
Max |F| = 0.09043 hartree/bohr
Net charge = 0
Relative energy (zero: lowest compared OMol25 entry of this formula, charge and spin) = 2.3408 eV

```
12
Properties=species:S:1:pos:R:3:mulliken_charge:R:1
C -1.85 -0.52 0.08 -0.975
N -0.06 1.16 -0.35 -0.023
C 1.58 -0.20 -0.02 0.548
C -0.44 -0.11 -0.12 0.642
O 2.83 -0.62 0.06 -0.485
N 1.22 1.06 0.27 -0.665
N 0.56 -0.98 -0.37 -0.547
H 3.40 0.15 0.22 0.365
H -0.61 1.97 -0.09 0.273
H -1.90 -1.32 0.82 0.268
H -2.47 0.33 0.37 0.324
H -2.24 -0.92 -0.86 0.273
```



Molecular formula: C3H5N3O
Method: DFT, wB97M-V/def2-TZVPD

## Properties
HOMO-LUMO gap = 8.29 eV
HOMO energy = -7.697 eV
Calculated total energy = -356.710330 hartree
Max |F| = 0.17831 hartree/bohr
Net charge = 0
SMILES = [H]/N=c1/[nH]cc(O)[nH]1
Relative energy (zero: lowest compared OMol25 entry of this formula, charge and spin) = 4.0013 eV

```
12
Properties=species:S:1:pos:R:3:mulliken_charge:R:1
H -0.31 2.35 1.61 0.268
N -1.24 1.74 1.17 -0.650
C -0.75 0.82 0.44 0.290
N -1.38 -0.38 -0.02 -0.150
C -0.56 -1.11 -0.67 -0.546
C 0.75 -0.59 -0.58 0.357
O 2.08 -0.97 -0.84 -0.512
N 0.57 0.84 -0.16 -0.445
H -2.13 -0.86 0.64 0.319
H -0.67 -2.12 -0.87 0.414
H 2.45 -0.58 -1.57 0.325
H 1.19 0.85 0.83 0.332
```



Molecular formula: C3H5N3O
Method: DFT, wB97M-V/def2-TZVPD

## Properties
HOMO-LUMO gap = 11.36 eV
HOMO energy = -11.034 eV
Calculated total energy = -356.715849 hartree
Max |F| = 0.06535 hartree/bohr
Net charge = 0
SMILES = CCc1nnon1
Relative energy (zero: lowest compared OMol25 entry of this formula, charge and spin) = 3.8511 eV

```
12
Properties=species:S:1:pos:R:3:mulliken_charge:R:1
C 0.28 0.56 -1.56 -1.029
C -0.71 -0.09 -0.54 -0.043
C -0.04 -0.30 0.72 0.290
N 0.19 0.69 1.65 -0.245
N 0.71 0.14 2.66 -0.117
O 0.69 -1.21 2.46 0.004
N 0.20 -1.50 1.25 -0.296
H 0.22 -0.06 -2.47 0.256
H -0.03 1.54 -1.78 0.306
H 1.20 0.66 -1.02 0.343
H -1.13 -1.11 -0.92 0.300
H -1.57 0.65 -0.45 0.230
```



Molecular formula: C3H5N3O
Method: DFT, wB97M-V/def2-TZVPD

## Properties
HOMO-LUMO gap (alpha / beta) = 8.87 / 9.40 eV
HOMO energy (alpha / beta) = -8.882 / -9.322 eV
Calculated total energy = -356.594648 hartree
Max |F| = 0.08997 hartree/bohr
Net charge = 0
Relative energy (zero: lowest compared OMol25 entry of this formula, charge and spin) = 7.1492 eV

```
12
Properties=species:S:1:pos:R:3:mulliken_charge:R:1
C 0.77 -0.89 -0.15 -0.227
C 2.17 -0.52 -0.15 -0.352
C 0.20 0.28 -0.04 0.140
N 2.29 0.74 0.08 -0.745
N 1.06 1.29 0.04 0.159
N -2.75 -0.02 0.03 -0.212
O -1.86 0.92 -0.21 -0.339
H 0.21 -1.79 -0.22 0.387
H 2.88 -1.27 -0.28 0.431
H 0.78 2.16 0.38 0.265
H -3.06 -0.79 -0.49 0.236
H -2.69 -0.11 1.01 0.258
```



Molecular formula: C3H5N3O
Method: DFT, wB97M-V/def2-TZVPD

## Properties
HOMO-LUMO gap = 9.00 eV
HOMO energy = -8.333 eV
Calculated total energy = -356.684479 hartree
Max |F| = 0.29537 hartree/bohr
Net charge = 0
SMILES = Nc1c[nH][nH]c1=O
Relative energy (zero: lowest compared OMol25 entry of this formula, charge and spin) = 4.7048 eV

```
12
Properties=species:S:1:pos:R:3:mulliken_charge:R:1
N -0.02 0.44 -2.03 -0.472
C -0.05 0.14 -0.68 0.264
C -0.97 0.31 0.30 -0.546
N -0.55 -0.14 1.57 -0.252
N 0.71 -0.69 1.40 -0.108
C 1.03 -0.46 0.09 0.249
O 2.25 -0.75 -0.37 -0.709
H -0.47 1.52 -1.96 0.324
H -0.30 -0.17 -2.56 0.200
H -1.68 0.92 0.06 0.462
H -1.39 -0.56 2.00 0.265
H 1.44 -0.56 2.20 0.323
```



Molecular formula: C3H5N3O
Method: DFT, wB97M-V/def2-TZVPD

## Properties
HOMO-LUMO gap = 8.80 eV
HOMO energy = -7.930 eV
Calculated total energy = -356.830552 hartree
Max |F| = 0.00648 hartree/bohr
Net charge = 0
SMILES = Nc1c[nH]c(O)n1
Relative energy (zero: lowest compared OMol25 entry of this formula, charge and spin) = 0.7299 eV

```
12
Properties=species:S:1:pos:R:3:mulliken_charge:R:1
N 2.09 0.67 -0.13 -0.435
C 0.81 0.13 -0.08 0.363
C 0.32 -1.15 -0.10 -0.568
N -1.07 -1.01 0.00 -0.001
C -1.31 0.32 0.09 0.406
O -2.55 0.82 0.20 -0.509
N -0.23 1.04 0.04 -0.601
H 2.76 0.35 -0.81 0.204
H 2.45 1.04 0.73 0.196
H 0.76 -2.13 -0.15 0.378
H -1.77 -1.73 0.04 0.190
H -2.40 1.78 0.18 0.378
```



Molecular formula: C3H5N3O
Method: DFT, wB97M-V/def2-TZVPD

## Properties
HOMO-LUMO gap = 9.87 eV
HOMO energy = -9.137 eV
Calculated total energy = -356.716701 hartree
Max |F| = 0.06649 hartree/bohr
Net charge = 0
SMILES = CNc1cnon1
Relative energy (zero: lowest compared OMol25 entry of this formula, charge and spin) = 3.8279 eV

```
12
Properties=species:S:1:pos:R:3:mulliken_charge:R:1
C -1.67 0.40 -0.11 -0.706
N -0.50 0.65 0.73 -0.231
C 0.67 0.11 0.42 0.628
C 0.98 -0.57 -0.80 -0.204
N 2.20 -1.05 -0.77 -0.334
O 2.68 -0.70 0.43 -0.035
N 1.78 0.08 1.14 -0.502
H -2.17 -0.65 -0.07 0.248
H -1.25 0.56 -1.24 0.215
H -2.43 1.18 0.16 0.298
H -0.62 0.85 1.74 0.284
H 0.34 -0.86 -1.62 0.338
```



Molecular formula: C3H5N3O
Method: DFT, wB97M-V/def2-TZVPD

## Properties
HOMO-LUMO gap = 9.59 eV
HOMO energy = -8.845 eV
Calculated total energy = -356.685847 hartree
Max |F| = 0.05712 hartree/bohr
Net charge = 0
SMILES = CN(C#N)/C=N/O
Relative energy (zero: lowest compared OMol25 entry of this formula, charge and spin) = 4.6675 eV

```
12
Properties=species:S:1:pos:R:3:mulliken_charge:R:1
C -0.65 -1.77 0.12 -0.847
N -0.45 -0.35 0.00 0.101
C -0.76 0.64 1.01 0.317
N -1.34 1.07 1.92 -0.491
C 0.55 0.24 -0.69 -0.170
N 0.81 1.37 -0.11 -0.218
O 1.35 2.37 -0.91 -0.404
H -1.56 -1.94 0.70 0.328
H 0.19 -2.27 0.63 0.327
H -0.75 -2.20 -0.89 0.300
H 1.11 -0.27 -1.47 0.398
H 1.49 3.11 -0.31 0.358
```



Molecular formula: C3H5N3O
Method: DFT, wB97M-V/def2-TZVPD

## Properties
HOMO-LUMO gap = 10.91 eV
HOMO energy = -10.038 eV
Calculated total energy = -356.813067 hartree
Max |F| = 0.01854 hartree/bohr
Net charge = 0
SMILES = OCc1nc[nH]n1
Relative energy (zero: lowest compared OMol25 entry of this formula, charge and spin) = 1.2057 eV

```
12
Properties=species:S:1:pos:R:3:mulliken_charge:R:1
O 1.76 -1.45 -1.05 -0.510
C 1.11 -0.20 -1.23 -0.454
C 0.06 0.10 -0.20 0.615
N 0.23 1.18 0.63 -0.542
C -0.80 1.11 1.43 -0.051
N -1.56 0.05 1.10 0.228
N -1.03 -0.61 0.07 -0.719
H 1.11 -2.15 -1.19 0.324
H 0.71 -0.10 -2.25 0.217
H 1.88 0.58 -1.11 0.269
H -1.05 1.77 2.25 0.411
H -2.40 -0.29 1.54 0.212
```



Molecular formula: C3H5N3O
Method: DFT, wB97M-V/def2-TZVPD

## Properties
HOMO-LUMO gap = 9.91 eV
HOMO energy = -9.037 eV
Calculated total energy = -356.720016 hartree
Max |F| = 0.04701 hartree/bohr
Net charge = 0
Relative energy (zero: lowest compared OMol25 entry of this formula, charge and spin) = 3.7378 eV

```
12
Properties=species:S:1:pos:R:3:mulliken_charge:R:1
C 1.72 -0.61 -0.11 -1.070
N -1.20 1.58 0.09 -0.546
N -1.80 0.38 -0.02 0.145
C -0.89 -0.67 -0.24 0.510
C 0.37 0.02 -0.03 0.530
N 0.17 1.31 0.15 -0.393
O -1.17 -1.82 -0.53 -0.663
H -0.56 1.87 1.11 0.363
H -2.80 0.31 -0.02 0.241
H 2.50 0.13 0.03 0.346
H 1.81 -1.39 0.65 0.270
H 1.85 -1.09 -1.08 0.268
```



Molecular formula: C3H5N3O
Method: DFT, wB97M-V/def2-TZVPD

## Properties
HOMO-LUMO gap = 10.18 eV
HOMO energy = -9.479 eV
Calculated total energy = -356.780344 hartree
Max |F| = 0.01158 hartree/bohr
Net charge = 0
SMILES = [H]/N=C(\N)[C@@H]1NC1=O
Relative energy (zero: lowest compared OMol25 entry of this formula, charge and spin) = 2.0961 eV

```
12
Properties=species:S:1:pos:R:3:mulliken_charge:R:1
H 0.81 -1.92 1.07 0.199
N 0.11 -1.22 0.85 -0.626
C 0.57 -0.24 0.18 0.344
N 1.88 -0.01 -0.19 -0.447
C -0.42 0.79 -0.26 0.063
N -1.67 0.89 0.55 -0.517
C -1.73 0.19 -0.61 0.385
O -2.39 -0.52 -1.30 -0.515
H 2.51 -0.80 -0.21 0.215
H 2.08 0.71 -0.86 0.213
H -0.06 1.74 -0.66 0.353
H -1.68 0.39 1.44 0.331
```



Molecular formula: C3H5N3O
Method: DFT, wB97M-V/def2-TZVPD

## Properties
HOMO-LUMO gap = 7.89 eV
HOMO energy = -7.241 eV
Calculated total energy = -356.704051 hartree
Max |F| = 0.00542 hartree/bohr
Net charge = 0
Relative energy (zero: lowest compared OMol25 entry of this formula, charge and spin) = 4.1722 eV

```
12
Properties=species:S:1:pos:R:3:mulliken_charge:R:1
O -2.19 0.66 -0.41 -0.387
C -1.59 -0.59 0.39 -0.519
C -0.17 -0.36 0.27 0.443
N 0.33 0.54 -0.59 -0.663
N 1.67 0.39 -0.42 0.072
C 1.90 -0.56 0.49 0.043
N 0.78 -1.06 0.96 -0.591
H -1.38 1.15 -0.76 0.475
H -2.60 0.21 -1.15 0.416
H -1.98 -0.44 1.40 0.098
H 2.33 0.93 -0.97 0.204
H 2.90 -0.87 0.78 0.409
```



Molecular formula: C3H5N3O
Method: DFT, wB97M-V/def2-TZVPD

## Properties
HOMO-LUMO gap = 9.26 eV
HOMO energy = -8.655 eV
Calculated total energy = -356.774391 hartree
Max |F| = 0.05081 hartree/bohr
Net charge = 0
Relative energy (zero: lowest compared OMol25 entry of this formula, charge and spin) = 2.2581 eV

```
12
Properties=species:S:1:pos:R:3:mulliken_charge:R:1
N -1.53 0.19 -1.52 -0.508
C -0.74 -0.36 -0.57 0.167
C 0.49 -0.91 -0.63 -0.210
N 1.26 -0.66 0.46 -0.039
C 0.76 0.27 1.40 0.293
O 1.33 0.42 2.47 -0.652
N -0.34 0.82 0.85 -0.387
H -1.25 1.16 -1.61 0.257
H -2.54 0.08 -1.46 0.267
H 0.92 -1.52 -1.42 0.398
H 2.12 -1.13 0.65 0.191
H -0.74 1.50 1.51 0.222
```



Molecular formula: C3H5N3O
Method: DFT, wB97M-V/def2-TZVPD

## Properties
HOMO-LUMO gap = 8.69 eV
HOMO energy = -8.067 eV
Calculated total energy = -356.776395 hartree
Max |F| = 0.14531 hartree/bohr
Net charge = 0
SMILES = Cc1n[nH]c(=O)[nH]1
Relative energy (zero: lowest compared OMol25 entry of this formula, charge and spin) = 2.2036 eV

```
12
Properties=species:S:1:pos:R:3:mulliken_charge:R:1
C -1.14 -1.49 0.34 -0.969
C -0.15 -0.39 0.35 0.418
N 1.36 -0.57 0.30 -0.625
N 1.71 0.63 -0.21 0.160
C 0.70 1.52 -0.54 0.280
O 0.74 2.61 -1.03 -0.612
N -0.45 0.84 -0.18 -0.073
H -1.98 -1.19 -0.41 0.259
H -1.57 -1.52 1.31 0.282
H -0.59 -2.41 0.17 0.314
H 2.78 0.88 -0.17 0.297
H -1.40 1.09 0.07 0.269
```



Molecular formula: C3H5N3O
Method: DFT, wB97M-V/def2-TZVPD

## Properties
HOMO-LUMO gap = 9.18 eV
HOMO energy = -8.327 eV
Calculated total energy = -356.788549 hartree
Max |F| = 0.04476 hartree/bohr
Net charge = 0
SMILES = Nc1nc(O)c[nH]1
Relative energy (zero: lowest compared OMol25 entry of this formula, charge and spin) = 1.8729 eV

```
12
Properties=species:S:1:pos:R:3:mulliken_charge:R:1
N 0.50 -1.53 -1.50 -0.521
C 0.14 -0.61 -0.53 0.348
N 0.81 -0.26 0.53 -0.635
C 0.09 0.80 1.04 0.695
O 0.55 1.48 2.11 -0.504
C -1.05 1.03 0.33 -0.517
N -1.09 0.05 -0.70 -0.426
H 1.41 -1.91 -1.27 0.308
H 0.52 -1.08 -2.41 0.247
H 1.41 1.10 2.34 0.361
H -1.85 1.75 0.48 0.394
H -1.35 -0.93 -0.32 0.251
```



Molecular formula: C3H5N3O
Method: DFT, wB97M-V/def2-TZVPD

## Properties
HOMO-LUMO gap (alpha / beta) = 8.56 / 8.56 eV
HOMO energy (alpha / beta) = -8.499 / -8.496 eV
Calculated total energy = -356.660326 hartree
Max |F| = 0.01327 hartree/bohr
Net charge = 0
Relative energy (zero: lowest compared OMol25 entry of this formula, charge and spin) = 5.3620 eV

```
12
Properties=species:S:1:pos:R:3:mulliken_charge:R:1
O 1.30 1.77 0.45 -0.657
C -0.07 1.79 0.62 -0.042
C -0.31 0.40 0.16 0.478
N 0.98 -0.04 -0.11 -0.178
N 0.38 -1.62 -0.71 -0.273
C -0.84 -1.62 -0.29 -0.101
N -1.34 -0.42 0.09 -0.598
H 1.50 0.29 -0.92 0.332
H -0.60 2.51 -0.03 0.192
H -0.45 1.95 1.64 0.210
H 0.91 -2.49 -0.74 0.246
H -1.46 -2.51 -0.16 0.391
```



Molecular formula: C3H5N3O
Method: DFT, wB97M-V/def2-TZVPD

## Properties
HOMO-LUMO gap = 9.47 eV
HOMO energy = -8.932 eV
Calculated total energy = -356.786710 hartree
Max |F| = 0.04561 hartree/bohr
Net charge = 0
SMILES = Cn1cnc(=O)[nH]1
Relative energy (zero: lowest compared OMol25 entry of this formula, charge and spin) = 1.9229 eV

```
12
Properties=species:S:1:pos:R:3:mulliken_charge:R:1
C 1.70 0.01 -0.27 -0.701
N 0.35 0.21 0.31 0.035
C -0.38 -0.73 1.11 -0.045
N -1.64 -0.74 0.89 -0.457
C -1.90 0.16 -0.15 0.415
O -2.94 0.47 -0.66 -0.578
N -0.68 0.72 -0.53 -0.181
H 2.60 0.51 0.10 0.251
H 1.85 -1.07 -0.22 0.278
H 1.56 0.35 -1.28 0.324
H 0.05 -1.45 1.77 0.409
H -0.57 1.55 -1.06 0.251
```



Molecular formula: C3H5N3O
Method: DFT, wB97M-V/def2-TZVPD

## Properties
HOMO-LUMO gap = 9.45 eV
HOMO energy = -9.353 eV
Calculated total energy = -356.708221 hartree
Max |F| = 0.09224 hartree/bohr
Net charge = 0
Relative energy (zero: lowest compared OMol25 entry of this formula, charge and spin) = 4.0587 eV

```
12
Properties=species:S:1:pos:R:3:mulliken_charge:R:1
C 0.35 0.31 -1.29 0.417
C 0.85 -0.93 -0.13 -0.456
C 0.21 -0.32 1.11 -0.351
N -1.45 0.93 -0.06 0.640
N -0.89 1.16 -1.21 -0.660
N -1.10 0.29 0.96 -0.582
O 1.09 0.49 -2.20 -0.469
H 1.93 -0.92 -0.16 0.274
H 0.40 -1.86 -0.46 0.279
H 0.10 -1.04 1.93 0.291
H 0.86 0.50 1.46 0.302
H -2.36 1.39 0.05 0.314
```



Molecular formula: C3H5N3OS
Method: DFT, wB97M-V/def2-TZVPD

## Properties
HOMO-LUMO gap = 9.07 eV
HOMO energy = -8.342 eV
Calculated total energy = -754.928343 hartree
Max |F| = 0.04532 hartree/bohr
Net charge = 0
SMILES = [H]/N=c1\cc(N)on1S
Relative energy (zero: lowest compared OMol25 entry of this formula, charge and spin) = 3.0126 eV

```
13
Properties=species:S:1:pos:R:3:mulliken_charge:R:1
H -1.55 2.60 0.06 0.225
N -1.83 1.64 -0.13 -0.671
C -0.85 0.86 -0.27 0.363
C 0.61 0.89 -0.04 -0.449
C 0.97 -0.41 -0.14 0.503
N 2.23 -0.94 -0.01 -0.431
O -0.02 -1.28 -0.33 -0.331
N -1.19 -0.50 -0.65 0.039
S -2.58 -1.24 -0.02 -0.098
H 1.24 1.71 0.23 0.305
H 2.97 -0.30 0.22 0.190
H 2.37 -1.91 -0.21 0.225
H -2.38 -1.13 1.29 0.131
```



Molecular formula: C3H5N3OS
Method: DFT, wB97M-V/def2-TZVPD

## Properties
HOMO-LUMO gap = 8.93 eV
HOMO energy = -8.863 eV
Calculated total energy = -754.937421 hartree
Max |F| = 0.02116 hartree/bohr
Net charge = 0
SMILES = OCC1=NN=CNS1
Relative energy (zero: lowest compared OMol25 entry of this formula, charge and spin) = 2.7656 eV

```
13
Properties=species:S:1:pos:R:3:mulliken_charge:R:1
O 2.80 0.37 -0.06 -0.553
C 1.89 -0.67 0.03 -0.384
C 0.48 -0.21 -0.21 0.538
N 0.21 1.03 -0.18 -0.149
N -1.06 1.55 -0.44 -0.665
C -2.06 0.83 -0.08 0.061
N -1.95 -0.45 0.44 -0.365
S -0.81 -1.43 -0.43 -0.073
H 2.31 1.22 0.05 0.373
H 2.14 -1.43 -0.68 0.313
H 1.89 -1.16 1.03 0.221
H -3.05 1.28 -0.16 0.377
H -2.80 -0.94 0.68 0.305
```